(1)
CH4N2OS | the ωB97M-V functional and the def2-TZVPD basis

```
! RIJCOSX wB97M-V def2-TZVPD def2/J DEFGRID3
* xyz 0 3
C 0.90 1.15 -0.42
N 2.01 1.11 -0.02
N -0.19 -0.96 0.71
O 0.02 1.52 -1.06
S -1.70 -0.89 0.26
H -1.99 0.48 0.03
H 2.73 0.41 0.20
H -0.16 -1.74 1.38
H -1.61 -1.06 -1.08
*
```

Results
**<S²>**: 2.005
**HOMO (alpha / beta)**: -4.5 / -10.4 eV

For reference, the Mulliken charges in units of e are: 0.40, -0.37, -0.21, -0.33, -0.51, 0.23, 0.29, 0.31, 0.19

***

(2)
C49H55LaN5O2P2S2Si2 | the ωB97M-V functional and the def2-TZVPD basis

```
! RIJCOSX wB97M-V def2-TZVPD def2/J DEFGRID3
* xyz 1 1
La -0.36 -0.21 -0.16
C 0.92 -4.10 -0.74
Si 1.55 -2.38 -0.17
C 2.97 -2.11 -1.45
C 4.17 -2.82 -1.42
C 5.13 -2.68 -2.40
C 4.92 -1.80 -3.46
C 3.74 -1.07 -3.51
C 2.77 -1.23 -2.52
P 1.23 -0.25 -2.62
C 1.85 1.39 -3.12
C 2.44 2.14 -2.10
C 2.90 3.43 -2.34
C 2.75 3.98 -3.61
C 2.17 3.24 -4.62
C 1.72 1.95 -4.38
C 0.36 -0.87 -4.10
C 0.76 -1.98 -4.82
C -0.01 -2.42 -5.90
C -1.18 -1.75 -6.24
C -1.58 -0.64 -5.51
C -0.82 -0.20 -4.44
C 2.37 -2.67 1.55
C 3.11 -3.82 1.80
C 3.75 -4.04 3.01
C 3.63 -3.11 4.03
C 2.87 -1.97 3.83
C 2.24 -1.75 2.60
P 1.21 -0.24 2.42
C 2.39 1.13 2.57
C 3.74 0.98 2.28
C 4.58 2.08 2.24
C 4.07 3.35 2.47
C 2.72 3.52 2.75
C 1.88 2.42 2.79
C 0.25 -0.21 3.98
C 0.70 0.38 5.16
C -0.12 0.42 6.28
C -1.39 -0.12 6.24
C -1.85 -0.72 5.07
C -1.04 -0.75 3.95
H 1.74 -4.82 -0.88
H 0.40 -3.98 -1.69
H 0.21 -4.52 -0.02
H 4.36 -3.51 -0.60
H 6.05 -3.24 -2.35
H 5.67 -1.67 -4.23
H 3.57 -0.38 -4.33
H 2.55 1.70 -1.11
H 3.36 4.00 -1.54
H 3.09 4.99 -3.80
H 2.06 3.67 -5.61
H 1.26 1.38 -5.18
H 1.67 -2.51 -4.56
H 0.31 -3.28 -6.47
H -1.78 -2.10 -7.07
H -2.49 -0.12 -5.78
H -1.13 0.66 -3.86
H 3.20 -4.57 1.02
H 4.34 -4.94 3.16
H 4.13 -3.27 4.98
H 2.76 -1.26 4.64
H 4.14 -0.01 2.09
H 5.63 1.96 2.02
H 4.72 4.22 2.43
H 2.32 4.51 2.93
H 0.83 2.55 3.00
H 1.69 0.82 5.20
H 0.25 0.88 7.19
H -2.03 -0.07 7.11
H -2.85 -1.13 5.02
H -1.41 -1.18 3.02
C -2.53 -3.68 -3.20
O -3.42 -2.78 -2.52
C -2.84 -1.84 -1.79
O -1.62 -1.69 -1.72
N -3.74 -1.08 -1.16
N -3.32 -0.13 -0.23
H -3.15 -4.25 -3.88
H -2.05 -4.35 -2.48
H -1.77 -3.13 -3.74
H -4.72 -1.29 -1.28
H -3.77 -0.30 0.66
H -3.52 0.81 -0.56
C -4.46 4.04 -2.16
Si -3.21 5.01 -1.13
C -1.78 5.65 -2.17
C -4.12 6.46 -0.33
C -2.60 3.91 0.30
C -2.91 4.24 1.61
C -2.49 3.43 2.66
C -1.78 2.29 2.36
N -1.47 1.93 1.11
C -1.86 2.72 0.09
S -1.43 2.19 -1.50
H -4.96 4.71 -2.87
H -5.23 3.59 -1.54
H -3.97 3.25 -2.73
H -2.13 6.42 -2.86
H -1.34 4.84 -2.76
H -0.99 6.08 -1.55
H -4.50 7.13 -1.11
H -3.48 7.05 0.32
H -4.99 6.13 0.25
H -3.48 5.14 1.82
H -2.72 3.68 3.69
H -1.45 1.64 3.16
C -2.30 -4.45 4.76
N -1.83 -3.86 3.52
C -2.50 -3.88 2.37
N -3.58 -4.68 2.28
S -2.06 -2.92 1.06
H -1.75 -4.02 5.59
H -2.15 -5.54 4.77
H -3.36 -4.24 4.91
H -1.02 -3.26 3.55
H -3.72 -5.45 2.92
H -3.99 -4.76 1.37
*
```

Results
**HOMO**: -9.1 eV

Results of the Mulliken charge analysis, in e, for atoms 1 through 99: 2.15, -1.27, 2.07, 0.24, -0.72, -0.88, -0.89, -0.45, -0.19, 0.62, 0.59, -0.78, -0.65, -0.65, -0.73, -0.10, 0.65, -0.83, -0.67, -0.71, -0.69, -0.66, 0.86, -0.47, -0.94, -0.91, -0.40, -0.12, 0.94, 0.40, -0.79, -0.69, -0.64, -0.77, -0.34, 0.12, -0.19, -0.78, -0.81, -0.97, -0.59, 0.48, 0.09, 0.34, 0.29, 0.45, 0.42, 0.50, 0.43, 0.51, 0.41, 0.45, 0.45, 0.39, 0.42, 0.39, 0.48, 0.36, 0.31, 0.44, 0.43, 0.37, 0.37, 0.46, 0.41, 0.47, 0.35, 0.43, 0.45, 0.44, 0.57, 0.86, -0.45, -0.55, -0.27, 0.58, -0.21, -0.27, 0.26, 0.30, 0.02, 0.24, 0.29, 0.22, -0.94, 0.32, -0.97, -1.17, 0.12, -0.15, -1.38, -0.57, 0.73, -0.59, -0.40, 0.39, 0.31, 0.20, 0.38

***

(3)
C12H18AlO9 | the ωB97M-V functional and the def2-TZVPD basis

```
! RIJCOSX wB97M-V def2-TZVPD def2/J DEFGRID3
* xyz 3 1
Al 1.92 0.82 4.51
C -3.06 6.42 -1.64
C -1.63 5.99 -1.06
C -0.80 6.96 -0.24
O -0.31 6.17 0.84
C -0.87 5.03 0.78
O -0.70 4.10 1.61
O -1.87 5.03 -0.13
H -3.53 7.30 -1.20
H -3.81 5.63 -1.55
H -2.86 6.69 -2.68
H -1.20 5.48 -1.92
H -1.40 7.71 0.28
H -0.11 7.58 -0.80
C -4.97 0.52 -0.89
C -4.18 -0.81 -0.61
C -2.94 -1.06 -1.50
O -1.96 -1.17 -0.50
C -2.42 -0.93 0.64
O -1.72 -0.85 1.68
O -3.67 -0.68 0.69
H -4.37 1.40 -0.63
H -5.84 0.59 -0.24
H -5.34 0.73 -1.89
H -4.93 -1.59 -0.67
H -2.71 -0.27 -2.21
H -3.22 -2.02 -1.93
C 6.53 -6.03 -0.21
C 5.05 -5.88 0.32
C 4.93 -6.47 1.69
O 4.37 -5.45 2.53
C 4.10 -4.41 1.78
O 3.53 -3.34 2.14
O 4.69 -4.54 0.65
H 6.75 -5.22 -0.90
H 6.65 -6.98 -0.73
H 7.32 -5.88 0.53
H 4.36 -6.36 -0.37
H 5.86 -6.87 2.09
H 4.33 -7.38 1.72
*
```

Results
**HOMO**: -17.6 eV

For reference, the Mulliken charges in units of e are: 1.00, -1.21, 0.51, -0.49, -0.22, 0.71, -0.46, -0.21, 0.37, 0.34, 0.37, 0.29, 0.34, 0.36, -1.33, 0.39, -0.33, -0.26, 0.78, -0.46, -0.23, 0.33, 0.37, 0.39, 0.31, 0.31, 0.31, -1.34, 0.55, -0.45, -0.24, 0.79, -0.46, -0.26, 0.36, 0.39, 0.41, 0.30, 0.34, 0.32

***

(4)
C4H14NO3 | the ωB97M-V functional and the def2-TZVPD basis

```
! RIJCOSX wB97M-V def2-TZVPD def2/J DEFGRID3
* xyz -1 1
C -0.94 -0.97 -0.18
N -1.09 -0.56 -1.57
C -0.78 0.88 -1.90
O 0.33 1.44 -1.37
C 0.38 -1.56 0.34
C 1.70 -0.93 -0.05
H -1.17 -0.13 0.47
H -1.73 -1.70 0.05
H -0.51 -1.14 -2.17
H -0.60 0.80 -2.99
H -1.76 1.34 -1.79
H 0.35 -2.63 0.07
H 0.28 -1.55 1.42
H 1.71 0.12 0.20
H 2.50 -1.42 0.53
H 2.00 -1.07 -1.09
H 0.48 0.48 3.28
H -0.38 1.22 2.28
O -0.43 0.51 2.97
H 0.17 1.75 -0.33
H -0.51 2.97 0.87
O -0.01 2.16 0.95
*
```

Results
**HOMO**: -4.6 eV

For reference, the Mulliken charges in units of e are: -0.60, -0.37, -0.59, -0.57, -0.26, -1.08, 0.24, 0.27, 0.28, 0.38, 0.27, 0.30, 0.26, 0.26, 0.37, 0.27, 0.27, 0.40, -0.68, 0.38, 0.16, -0.98

***

(5)
C15H36ClF3N2O5SSi | the ωB97M-V functional and the def2-TZVPD basis

```
! RIJCOSX wB97M-V def2-TZVPD def2/J DEFGRID3
* xyz 0 1
O -2.27 0.47 0.06
S -1.74 -0.99 0.04
O -1.80 -1.49 -1.42
Cl -3.12 -2.11 1.20
C -0.07 -1.22 0.87
C 1.20 -0.57 0.05
C 1.00 0.98 -0.42
C 0.64 2.04 0.78
Si 1.65 1.80 2.41
C 3.28 2.81 2.51
C 4.21 2.78 1.15
O 4.07 4.04 0.42
C 5.83 2.59 1.49
F 6.64 2.38 0.24
F 6.10 1.41 2.37
F 6.42 3.81 2.15
H 0.12 -2.39 0.94
H -0.16 -0.84 1.98
H 2.23 -0.78 0.62
H 1.29 -1.21 -0.95
H 1.93 1.34 -1.03
H 0.08 1.00 -1.18
H 0.93 3.12 0.37
H -0.50 2.10 1.07
H 0.80 2.22 3.55
H 1.88 0.36 2.61
H 3.03 3.90 2.90
H 3.93 2.31 3.38
H 3.87 1.91 0.43
H 3.57 4.73 0.96
C 1.82 -4.98 0.13
O 3.02 -4.23 0.01
C 4.05 -4.88 -0.74
C 3.92 -4.70 -2.27
C 2.85 -5.60 -2.90
N 3.65 -3.31 -2.63
H 2.00 -6.06 0.19
H 1.16 -4.76 -0.71
H 1.30 -4.66 1.04
H 4.98 -4.41 -0.42
H 4.13 -5.94 -0.46
H 4.88 -4.99 -2.71
H 1.83 -5.24 -2.70
H 2.97 -5.62 -3.99
H 2.93 -6.62 -2.53
H 4.41 -2.73 -2.29
H 2.84 -3.00 -2.08
C -8.26 1.99 0.07
O -7.03 1.28 0.14
C -6.08 1.65 -0.86
C -5.25 2.91 -0.51
C -6.01 4.21 -0.70
N -4.74 2.85 0.87
H -8.55 2.22 -0.96
H -8.20 2.91 0.66
H -9.04 1.37 0.52
H -5.39 0.80 -0.93
H -6.56 1.74 -1.84
H -4.39 2.93 -1.19
H -6.75 4.39 0.09
H -5.32 5.06 -0.69
H -6.53 4.22 -1.66
H -4.16 2.02 0.97
H -5.54 2.66 1.48
*
```

Results
**HOMO**: -9.0 eV
**SMILES**: O=S(=O)(Cl)CCCC[SiH2]C[C@@H](O)C(F)(F)F.COC[C@@H](C)N.COC[C@@H](C)N

For reference, the Mulliken charges in units of e are: -0.43, 0.92, -0.52, -0.24, -0.48, -0.45, -0.64, -0.52, 0.34, -0.75, 0.36, -0.53, 0.61, -0.26, -0.25, -0.26, 0.25, 0.33, 0.36, 0.19, 0.36, 0.35, 0.35, 0.21, -0.19, -0.13, 0.42, 0.23, -0.01, 0.34, -0.71, -0.32, -0.70, 0.33, -1.36, -0.70, 0.34, 0.26, 0.24, 0.34, 0.39, 0.44, 0.25, 0.34, 0.35, 0.29, 0.25, -0.65, -0.38, -0.58, 0.49, -1.51, -0.73, 0.30, 0.23, 0.25, 0.24, 0.41, 0.36, 0.28, 0.36, 0.35, 0.25, 0.33

***

(6)
C10H16O | the ωB97M-V functional and the def2-TZVPD basis

```
! RIJCOSX wB97M-V def2-TZVPD def2/J DEFGRID3
* xyz 0 1
C -0.23 -2.30 -1.43
C 0.17 -1.78 -0.12
C 0.38 -0.36 -0.12
C 1.02 0.43 0.83
C 1.29 -0.27 2.01
O 1.95 0.43 2.99
C 0.94 -1.61 2.26
C 0.49 -2.38 1.18
H 0.26 -1.70 -2.24
H -1.29 -2.45 -1.43
H 0.13 -3.37 -1.50
H 0.02 0.47 -0.80
H 1.38 1.45 0.57
H 2.26 1.35 2.70
H 1.03 -2.02 3.23
H 0.30 -3.41 1.53
C -1.98 2.28 -0.80
C -1.31 2.55 -2.09
C -1.77 1.69 -3.27
H -2.85 1.53 -0.88
H -2.26 3.19 -0.26
H -1.32 1.80 -0.14
H -1.32 3.64 -2.43
H -0.27 2.45 -2.08
H -1.13 0.84 -3.41
H -2.84 1.29 -3.10
H -1.78 2.10 -4.38
*
```

Results
**HOMO**: -8.1 eV
**SMILES**: Cc1ccc(O)cc1.CCC

For reference, the Mulliken charges in units of e are: -1.22, 0.21, -0.08, -0.57, 1.09, -0.57, -0.82, -0.35, 0.34, 0.28, 0.36, 0.01, 0.20, 0.31, 0.45, 0.31, -0.85, -0.29, -0.89, 0.26, 0.31, 0.08, 0.37, 0.36, 0.16, 0.26, 0.28

***

(7)
C6H42N2O13 | the ωB97M-V functional and the def2-TZVPD basis

```
! RIJCOSX wB97M-V def2-TZVPD def2/J DEFGRID3
* xyz 0 1
N 3.46 -0.46 -0.08
C 2.51 -1.16 -0.98
C 1.05 -0.67 -0.83
N 0.40 -1.39 0.29
C -3.19 -1.45 1.58
C -1.78 -1.88 1.25
C -0.93 -0.76 0.63
C -0.77 0.44 1.59
H 3.13 -0.54 0.86
H 3.52 0.48 -0.37
H 2.57 -2.26 -0.75
H 2.88 -1.00 -2.05
H 0.51 -0.90 -1.78
H 1.04 0.41 -0.76
H 1.03 -1.37 1.04
H -3.68 -2.19 2.22
H -3.24 -0.53 2.17
H -3.81 -1.30 0.64
H -1.26 -2.28 2.11
H -1.76 -2.75 0.51
H -1.42 -0.47 -0.38
H -0.04 1.20 1.14
H -1.73 0.95 1.68
H -0.43 0.12 2.60
H -0.74 5.24 0.89
H -0.71 4.02 -0.16
O -1.28 4.58 0.41
H 2.25 1.66 1.24
H 2.74 2.93 0.52
O 2.25 2.14 0.42
H 1.05 -0.78 -3.83
H 0.10 0.40 -3.61
O 1.00 0.17 -3.97
H 0.40 -2.86 -2.82
H 0.14 -2.74 -4.37
O 0.78 -2.48 -3.67
H 0.69 2.45 -0.37
H 0.64 2.86 -1.85
O 0.08 2.78 -1.02
H 3.50 0.70 2.98
H 2.10 -0.04 2.99
O 2.61 0.79 2.70
H -1.59 -1.10 3.73
H -1.00 -1.09 5.19
O -0.95 -1.53 4.36
H -2.95 3.35 0.21
H -2.05 2.61 -0.76
O -2.98 2.65 -0.41
H -3.35 -0.38 -0.77
H -3.56 1.10 -1.05
O -3.53 0.24 -1.49
H -0.05 -2.93 -0.81
H 0.34 -4.39 -1.24
O -0.21 -3.62 -1.46
H 0.59 -1.58 3.72
H 1.75 -2.43 3.09
O 1.52 -1.58 3.31
H 2.49 1.80 -1.95
H 1.81 1.50 -3.19
O 2.08 2.23 -2.63
H -2.07 0.63 -2.27
H -0.81 1.55 -1.89
O -1.14 0.90 -2.53
*
```

Results
**HOMO**: -9.0 eV

For reference, the Mulliken charges in units of e are: -0.69, -0.94, 1.47, -0.05, -1.29, -0.99, 1.87, -0.92, 0.24, 0.38, 0.31, 0.30, 0.25, -1.01, 0.14, 0.41, 0.29, 0.42, 0.59, 0.14, -0.56, -0.11, 0.50, -0.01, 0.28, 0.45, -0.72, 0.30, 0.28, -0.51, 0.42, 0.40, -0.82, 0.40, 0.30, -0.69, 0.22, 0.42, -1.02, 0.27, 0.32, -0.71, 0.28, 0.29, -0.65, 0.30, 0.35, -0.67, 0.14, 0.51, -0.79, 0.40, 0.31, -0.81, 0.38, 0.26, -0.71, 0.25, 0.49, -0.83, 0.43, 0.38, -0.63

***

(8)
C5H10N3O | the ωB97M-V functional and the def2-TZVPD basis

```
! RIJCOSX wB97M-V def2-TZVPD def2/J DEFGRID3
* xyz 1 1
C -1.18 -0.40 -0.23
C -1.04 0.30 2.15
C 0.43 0.79 2.04
C 0.39 -0.99 -2.61
C 0.78 1.36 -0.23
N -1.36 -0.47 0.96
N 0.51 1.73 0.94
N 0.80 -2.24 -2.38
O -1.18 -0.55 -1.41
H -1.08 -0.35 3.03
H -1.69 1.10 2.35
H 0.56 1.18 3.05
H 1.00 -0.05 1.88
H 1.01 -0.15 -2.19
H -0.32 -0.71 -3.35
H 0.69 2.17 -0.94
H 0.05 2.66 1.36
H 0.39 -3.09 -2.95
H 1.23 -2.31 -1.48
*
```

Results
**HOMO**: -12.3 eV

For reference, the Mulliken charges in units of e are: 0.79, -0.50, -0.69, -0.07, -0.61, -0.33, 0.04, -0.28, -0.50, 0.32, 0.38, 0.33, 0.39, 0.30, 0.31, 0.19, 0.34, 0.32, 0.28

***

(9)
C28H56AlBBrINO2 | the ωB97M-V functional and the def2-TZVPD basis

```
! RIJCOSX wB97M-V def2-TZVPD def2/J DEFGRID3
* xyz -1 1
C -3.16 -5.18 0.96
C -1.71 -5.76 0.72
C -1.53 -7.14 0.24
C -0.24 -7.75 0.01
C 0.95 -6.97 0.31
C 0.78 -5.61 0.78
C -0.51 -4.94 1.00
C -0.55 -3.49 1.53
Al 0.20 -2.07 0.27
I 1.91 -2.99 -1.49
C 1.25 -0.65 1.38
C 2.72 -1.18 1.45
O 3.06 -2.09 2.14
Br 4.16 -0.39 0.30
B -1.34 -1.16 -0.87
N -2.53 -0.50 -0.30
O -1.26 -1.21 -2.31
H -3.87 -6.04 0.84
H -3.42 -4.38 0.23
H -3.27 -4.86 2.03
H -2.46 -7.74 0.05
H -0.10 -8.79 -0.37
H 2.00 -7.33 0.17
H 1.70 -5.01 1.01
H -1.63 -3.24 1.77
H 0.00 -3.49 2.52
H 1.31 0.30 0.78
H 0.84 -0.52 2.41
H -2.93 0.08 -1.05
H -2.19 0.12 0.45
H -1.57 -2.06 -2.64
C 2.01 2.21 -1.36
C 1.59 3.29 -0.37
C 0.20 3.86 -0.66
C 0.06 4.57 -2.01
C 1.03 5.73 -2.23
C 0.84 6.87 -1.23
H 2.07 2.60 -2.38
H 2.99 1.82 -1.10
H 1.30 1.38 -1.35
H 2.34 4.09 -0.35
H 1.59 2.86 0.64
H -0.07 4.55 0.15
H -0.53 3.05 -0.61
H -0.96 4.94 -2.10
H 0.19 3.84 -2.82
H 0.88 6.12 -3.24
H 2.07 5.38 -2.19
H -0.18 7.27 -1.29
H 1.54 7.68 -1.45
H 1.02 6.54 -0.21
C -4.90 2.02 -6.85
C -5.06 1.92 -5.34
C -3.88 1.21 -4.66
C -3.68 -0.25 -5.07
C -4.89 -1.15 -4.84
C -5.28 -1.27 -3.37
H -4.86 1.03 -7.32
H -5.75 2.55 -7.28
H -3.99 2.56 -7.11
H -6.00 1.42 -5.09
H -5.13 2.94 -4.93
H -4.02 1.27 -3.57
H -2.96 1.76 -4.87
H -2.83 -0.65 -4.52
H -3.41 -0.29 -6.13
H -4.66 -2.15 -5.22
H -5.75 -0.80 -5.42
H -4.45 -1.67 -2.78
H -6.13 -1.95 -3.25
H -5.57 -0.30 -2.95
C 5.40 0.08 7.71
C 4.22 0.90 7.20
C 3.42 0.19 6.11
C 4.21 -0.10 4.83
C 4.82 1.13 4.15
C 3.77 2.13 3.69
H 6.12 -0.11 6.92
H 5.92 0.62 8.51
H 5.06 -0.87 8.12
H 4.56 1.88 6.86
H 3.54 1.10 8.05
H 2.54 0.79 5.87
H 3.04 -0.76 6.50
H 3.54 -0.60 4.12
H 5.01 -0.82 5.04
H 5.39 0.80 3.28
H 5.53 1.62 4.82
H 3.08 1.67 2.97
H 4.25 2.98 3.19
H 3.19 2.53 4.52
*
```

Results
**HOMO**: -5.0 eV

For reference, the Mulliken charges in units of e are: -1.20, 0.86, -0.60, -0.50, -0.72, -0.29, 0.21, -0.51, -0.28, -0.40, 0.51, -0.02, -0.49, -0.25, 0.67, -0.63, -0.53, 0.36, 0.19, 0.30, 0.21, 0.30, 0.34, 0.32, 0.29, 0.35, -0.57, 0.40, 0.16, 0.21, 0.19, -0.94, 0.02, -0.68, -0.70, -0.40, -1.20, 0.42, 0.10, 0.18, 0.34, 0.05, 0.33, 0.24, 0.40, 0.29, 0.38, 0.26, 0.29, 0.38, 0.29, -1.22, -0.52, -0.35, -0.41, -0.47, -0.97, 0.29, 0.38, 0.29, 0.24, 0.40, 0.08, 0.40, 0.15, 0.35, 0.37, 0.27, 0.12, 0.39, 0.25, -1.18, -0.46, -0.80, -0.02, -0.47, -0.95, 0.29, 0.38, 0.29, 0.24, 0.37, 0.33, 0.42, -0.19, 0.34, 0.35, 0.35, 0.07, 0.39, 0.29

***

(10)
C3H4FNS2 | the ωB97M-V functional and the def2-TZVPD basis

```
! RIJCOSX wB97M-V def2-TZVPD def2/J DEFGRID3
* xyz 0 1
F -1.21 -1.06 1.18
C -1.32 -1.16 -0.15
C -1.15 -0.08 -0.93
S -0.87 1.56 -0.34
C 0.45 1.36 0.81
N 1.50 0.66 0.81
S 1.89 -0.39 -0.46
H -1.53 -2.15 -0.55
H -1.28 -0.21 -2.00
H 0.33 2.06 1.66
H 3.18 -0.60 -0.03
*
```

Results
**HOMO**: -8.8 eV
**SMILES**: F/C=C\S/C=N\S

For reference, the Mulliken charges in units of e are: -0.22, 0.12, -0.56, -0.07, -0.03, -0.34, -0.07, 0.33, 0.33, 0.35, 0.16

***

(11)
C8H9BF4O4Pd | the ωB97M-V functional and the def2-TZVPD basis

```
! RIJCOSX wB97M-V def2-TZVPD def2/J DEFGRID3
* xyz 0 1
Pd -1.06 -0.41 -1.56
O -2.58 3.60 -2.50
C -2.15 2.58 -2.15
O -2.22 1.64 -1.45
C 0.08 1.94 -3.48
O 0.36 2.76 -4.25
O 0.30 0.91 -2.97
F -2.31 -0.02 -3.83
B -3.02 -0.82 -4.64
F -1.97 -2.04 -2.31
F -2.41 -1.43 -5.62
F -4.32 -0.89 -4.48
C 0.40 -0.99 3.59
C 1.32 -0.54 2.45
C 2.52 -1.47 2.32
C 1.80 0.90 2.71
C 0.56 -0.54 1.19
C -0.06 -0.53 0.16
H 0.96 -1.01 4.53
H 0.00 -1.99 3.40
H -0.44 -0.30 3.70
H 3.08 -1.49 3.26
H 3.19 -1.13 1.52
H 2.20 -2.49 2.08
H 2.37 0.92 3.65
H 0.95 1.58 2.80
H 2.45 1.24 1.90
*
```

Results
**HOMO (alpha / beta)**: -9.2 / -9.3 eV

For reference, the Mulliken charges in units of e are: 0.51, -0.29, 0.67, -0.36, 0.67, -0.30, -0.36, 0.06, 0.42, -0.80, -0.21, -0.21, -1.56, 1.74, -1.55, -1.55, -0.96, 0.66, 0.36, 0.39, 0.39, 0.36, 0.39, 0.39, 0.36, 0.39, 0.39

***

Energy? In order: -16957.626; -120115.407; -37722.752; -12008.374; -68738.110; -12674.651; -36502.824; -11854.506; -120952.195; -29052.033; -31658.690 eV.